1.
Formula: C31H35AuClF5N2O5SiTe
Source: OMol25
Level of theory: wB97M-V/def2-TZVPD

Summary:
energy relative to the best compared isomer or geometry (same formula, charge and spin): 0.0000 eV
frontier orbital gap: 0.283 hartree
LUMO: 4.21 eV
multiplicity: 1
charge: -2

XYZ file:
```
82
Properties=species:S:1:pos:R:3:forces:R:3
Au -1.759 -1.274 0.119 0.03 0.02 -0.05
C 0.839 3.264 2.272 -0.02 0.03 0.01
C 0.563 1.855 2.786 0.04 -0.05 -0.02
C 1.453 0.857 2.036 0.01 0.03 0.00
C 0.831 1.795 4.286 -0.01 -0.01 -0.01
N -0.873 1.616 2.537 -0.02 0.03 -0.05
N -1.368 0.352 2.944 -0.23 -0.03 0.02
H 1.883 3.539 2.445 0.01 0.00 -0.02
H 0.192 3.984 2.779 0.01 0.00 0.01
H 0.649 3.328 1.200 -0.01 0.00 -0.05
H 2.508 1.127 2.131 0.01 -0.01 0.01
H 1.194 0.835 0.976 0.00 0.00 0.02
H 1.351 -0.161 2.415 -0.02 -0.05 0.01
H 1.883 2.008 4.491 0.00 0.00 0.00
H 0.606 0.803 4.684 0.01 0.00 0.00
H 0.212 2.527 4.812 0.00 0.00 0.01
H -1.003 1.627 1.526 0.00 -0.01 0.00
H -1.765 0.409 3.870 0.18 0.04 0.09
H -0.695 -0.405 2.879 -0.03 -0.04 -0.06
O -0.985 0.536 -0.353 0.03 -0.03 0.16
Si -1.099 1.324 -1.735 -0.04 -0.04 -0.20
C -0.083 2.913 -1.613 0.00 0.00 0.04
C -0.641 4.188 -1.524 0.01 0.00 0.03
C 0.158 5.317 -1.368 0.01 0.00 0.00
C 1.537 5.184 -1.298 0.00 0.00 0.00
C 2.114 3.923 -1.388 0.00 -0.01 0.00
C 1.312 2.802 -1.545 -0.01 0.01 0.02
C -2.893 1.840 -2.060 0.02 0.04 -0.01
C -3.821 1.745 -1.020 0.01 0.01 0.01
C -5.141 2.143 -1.194 0.00 0.00 0.01
C -5.561 2.647 -2.417 0.00 0.00 -0.01
C -4.655 2.746 -3.466 -0.01 0.00 0.01
C -3.339 2.344 -3.284 -0.01 0.00 0.00
C -0.416 0.433 -3.244 0.02 -0.03 0.03
C -0.090 -0.923 -3.189 -0.11 0.11 0.05
C 0.468 -1.571 -4.284 0.00 -0.04 -0.07
C 0.696 -0.876 -5.462 -0.02 0.00 0.04
C 0.386 0.476 -5.536 0.00 0.04 0.01
C -0.150 1.122 -4.432 -0.02 0.01 -0.03
H -1.719 4.303 -1.567 0.00 0.00 0.00
H -0.298 6.298 -1.293 0.00 0.00 0.00
H 2.162 6.061 -1.169 0.00 0.00 0.00
H 3.189 3.809 -1.326 0.00 0.00 0.00
H 1.774 1.821 -1.605 0.01 -0.01 -0.03
H -3.498 1.341 -0.066 0.00 0.00 -0.01
H -5.843 2.054 -0.373 0.00 0.00 0.00
H -6.591 2.956 -2.555 0.00 0.00 0.00
H -4.978 3.130 -4.427 0.00 0.00 0.00
H -2.648 2.413 -4.118 -0.02 0.00 0.01
H -0.219 -1.475 -2.264 -0.02 0.03 -0.12
H 0.753 -2.612 -4.194 0.00 0.02 0.04
H 1.140 -1.379 -6.313 0.00 0.00 0.00
H 0.587 1.032 -6.446 0.00 0.01 -0.01
H -0.340 2.190 -4.488 0.01 0.01 -0.01
F 3.724 -3.977 -0.659 -0.02 0.01 -0.01
Te 3.063 -2.333 -1.328 0.17 0.03 0.03
F 2.885 -1.716 0.443 0.00 -0.02 -0.01
F 2.863 -0.559 -1.940 -0.02 -0.03 0.04
F 3.699 -2.817 -3.041 -0.03 -0.01 0.00
F 4.854 -1.796 -1.091 -0.02 -0.01 0.02
O 1.390 -2.867 -1.562 0.12 -0.13 0.08
C 0.343 -4.760 0.749 0.00 0.00 0.00
C 1.139 -4.277 1.924 -0.01 0.02 -0.02
C 2.384 -4.823 2.218 0.01 0.01 -0.03
C 3.133 -4.346 3.277 0.02 0.00 0.01
Cl 4.698 -5.062 3.610 -0.01 0.00 0.00
C 2.684 -3.310 4.072 0.01 0.00 0.01
C 1.442 -2.763 3.792 -0.01 0.01 -0.01
C 0.677 -3.240 2.738 0.04 0.00 0.05
O -0.519 -2.612 2.493 -0.01 0.01 -0.07
C -1.695 -3.364 2.790 -0.03 0.00 0.03
C -2.609 -3.759 1.617 0.00 0.01 0.02
O -3.346 -4.716 1.848 0.02 0.00 0.01
O -2.604 -3.092 0.529 0.01 0.03 0.00
H 0.982 -5.323 0.070 -0.01 0.00 0.00
H -0.066 -3.918 0.192 0.00 -0.01 0.00
H -0.487 -5.398 1.065 -0.01 0.01 0.01
H 2.787 -5.598 1.581 0.01 0.00 -0.01
H 3.292 -2.935 4.884 0.00 0.00 0.00
H 1.051 -1.945 4.385 0.00 0.02 -0.01
H -2.305 -2.751 3.461 -0.01 -0.01 0.00
H -1.430 -4.283 3.313 0.00 -0.01 0.00
```
Forces are in eV/Å.

Löwdin population analysis, charges in e, atoms 1 to 2:
1 Au 0.87
2 C -0.05


2.
Formula: C6H11N2
Source: OMol25
Level of theory: wB97M-V/def2-TZVPD

Summary:
SMILES: C[N+]1=CN=CC1(C)C
energy relative to the best compared isomer or geometry (same formula, charge and spin): 2.3286 eV
frontier orbital gap: 0.367 hartree
LUMO: -5.35 eV
multiplicity: 1
charge: +1

XYZ file:
```
19
Properties=species:S:1:pos:R:3:forces:R:3
C -0.152 1.921 0.042 -1.36 -2.31 2.09
N 0.797 0.820 -0.039 2.53 3.81 -0.75
C 2.118 0.886 -0.130 -1.97 -0.65 0.61
N 2.628 -0.366 -0.080 1.85 -0.85 0.14
C 1.666 -1.204 0.095 0.58 0.46 -1.88
C 0.374 -0.498 0.057 -1.76 -2.30 -0.11
C -0.489 -0.778 1.266 -2.01 -2.39 0.51
C -0.455 -0.972 -1.215 2.51 -0.11 -2.22
H -0.967 1.595 -0.563 -0.64 0.38 -0.93
H 0.181 2.903 -0.176 0.65 0.59 -0.08
H -0.591 1.750 1.067 0.50 1.16 -0.74
H 2.754 1.763 -0.194 -0.46 0.07 -0.07
H 1.840 -2.248 -0.155 -0.21 -0.12 0.87
H -1.569 -0.390 1.152 1.79 -0.65 0.21
H -0.078 -0.523 2.223 0.36 0.78 0.37
H -0.505 -1.942 1.364 -0.46 1.96 -0.40
H 0.122 -1.822 -1.766 -0.93 1.66 0.78
H -0.641 -0.129 -1.968 0.28 -1.24 1.21
H -1.345 -1.429 -0.895 -1.27 -0.26 0.40
```
Forces are in eV/Å.

natural (NBO) population analysis, charges in e, atoms 1 to 2:
1 C -0.42
2 N -0.24


3.
Formula: C42H79FN4O12
Source: OMol25
Level of theory: wB97M-V/def2-TZVPD

Summary:
SMILES: CCCc1c(F)c(CC(=O)O)c(C)c2c1C(=O)C=C(CC)C2=O.COCCNCCOC.COCCNCCOC.COCCNCCOC.COCCNCCOC
frontier orbital gap: 0.275 hartree
LUMO: -1.14 eV
multiplicity: 1

XYZ file:
```
138
Properties=species:S:1:pos:R:3:forces:R:3
C 8.814 0.782 -0.480 0.22 0.27 0.81
C 8.801 1.964 0.568 -0.67 0.26 -0.93
C 8.301 3.275 -0.172 0.23 0.05 0.30
C 7.000 3.074 -0.999 -0.64 -0.01 -0.74
C 7.154 2.889 -2.451 -2.33 -0.13 1.08
F 8.415 2.871 -3.000 -1.59 0.10 0.66
C 6.006 2.700 -3.309 0.20 0.35 0.89
C 6.306 2.467 -4.845 -0.75 -0.74 1.40
C 6.459 0.897 -4.993 0.50 0.60 0.05
O 7.555 0.427 -5.065 -0.58 -0.05 -0.15
O 5.318 0.074 -5.004 0.57 0.90 0.59
C 4.623 2.721 -2.759 1.67 -0.21 0.34
C 3.472 2.529 -3.790 -0.16 0.38 0.06
C 4.454 2.905 -1.328 1.30 -0.06 -0.24
C 5.648 3.061 -0.443 -0.03 -0.15 -1.69
C 5.412 3.208 1.073 -1.26 -0.24 0.61
O 6.282 3.407 1.899 -0.06 -0.07 -0.82
C 3.967 3.060 1.635 -0.08 -0.15 -1.10
C 2.868 2.921 0.849 0.93 0.16 0.46
C 1.462 2.773 1.497 0.44 -0.57 -1.32
C 0.854 1.347 1.148 -0.72 0.52 0.15
C 3.034 2.944 -0.706 -0.10 0.12 1.14
O 2.007 3.030 -1.351 0.78 -0.07 -0.12
H 9.347 1.124 -1.403 -0.42 -0.44 0.74
H 7.764 0.495 -0.747 0.94 0.17 0.20
H 9.337 -0.094 -0.024 -0.51 0.57 -0.58
H 8.103 1.781 1.432 0.76 -0.04 -0.84
H 9.829 2.165 0.967 -0.91 -0.17 -0.37
H 9.116 3.594 -0.879 -0.87 -0.24 0.66
H 8.164 4.064 0.613 -0.01 -0.60 -0.93
H 5.464 2.880 -5.448 0.89 -0.33 0.33
H 7.300 2.920 -5.061 -0.94 -0.43 -0.12
H 5.001 -0.029 -4.084 0.12 0.12 -0.57
H 2.568 2.029 -3.369 0.87 0.54 -0.15
H 3.778 1.944 -4.694 -0.06 0.56 0.97
H 3.153 3.552 -4.146 0.18 -1.01 0.37
H 3.826 3.058 2.747 0.59 0.13 -1.15
H 0.795 3.533 1.016 0.50 -0.49 0.69
H 1.537 2.931 2.602 0.00 -0.05 -1.01
H 1.631 0.552 0.999 -0.68 0.72 0.44
H 0.296 1.456 0.185 0.49 -0.25 0.74
H 0.093 1.073 1.947 1.05 0.09 -0.98
C -2.965 0.190 2.764 0.20 0.00 0.26
O -2.141 1.230 3.274 -0.25 0.08 -0.33
C -2.625 2.540 2.984 0.36 0.25 0.33
C -3.190 3.211 4.231 -0.17 -0.35 -0.09
N -4.445 2.592 4.652 0.19 0.01 0.09
C -4.878 2.953 6.002 0.01 -0.14 -0.09
C -3.937 2.651 7.177 -0.36 0.06 0.17
O -3.779 1.269 7.465 0.17 0.24 -0.11
C -2.865 0.586 6.625 -0.19 -0.24 0.24
H -2.400 -0.741 2.814 0.03 0.07 0.00
H -3.865 0.067 3.369 -0.12 -0.02 -0.19
H -3.243 0.371 1.722 -0.06 0.01 0.05
H -3.350 2.541 2.165 -0.08 -0.16 0.10
H -1.757 3.120 2.653 -0.03 0.03 -0.02
H -3.367 4.271 4.023 0.01 -0.01 0.00
H -2.424 3.140 5.012 0.14 0.13 -0.08
H -4.344 1.586 4.613 -0.01 0.07 -0.06
H -5.814 2.416 6.182 0.03 0.06 0.08
H -5.124 4.021 6.013 0.10 -0.01 0.04
H -4.397 3.083 8.070 0.00 -0.06 -0.03
H -2.962 3.141 7.078 0.07 -0.10 -0.15
H -2.019 1.213 6.332 -0.08 0.04 -0.10
H -3.379 0.192 5.746 0.20 0.05 -0.17
H -2.478 -0.271 7.180 -0.04 0.07 0.07
C -7.056 -2.685 -2.359 -0.08 0.25 0.27
O -8.007 -2.775 -1.307 0.19 -0.33 -0.21
C -8.149 -4.084 -0.764 -0.29 0.11 0.42
C -7.522 -4.182 0.622 0.24 0.10 -0.29
N -6.064 -4.116 0.560 -0.13 0.14 0.10
C -5.410 -3.877 1.847 0.02 0.06 -0.17
C -5.778 -2.608 2.628 0.33 -0.16 0.19
O -5.324 -1.398 2.035 -0.34 -0.23 0.02
C -6.132 -0.917 0.973 0.32 0.23 0.02
H -7.199 -1.731 -2.860 -0.07 -0.09 0.06
H -6.033 -2.708 -1.969 0.10 -0.15 -0.11
H -7.190 -3.485 -3.092 0.05 0.02 0.01
H -7.756 -4.853 -1.437 0.15 0.11 -0.01
H -9.224 -4.259 -0.661 0.02 -0.03 0.00
H -7.817 -5.128 1.087 0.00 0.01 0.00
H -7.937 -3.364 1.223 -0.19 -0.06 0.02
H -5.796 -3.372 -0.071 -0.04 -0.08 -0.01
H -4.335 -3.844 1.648 -0.02 0.01 0.10
H -5.583 -4.748 2.490 -0.07 0.08 0.03
H -5.263 -2.669 3.592 0.02 0.03 -0.05
H -6.845 -2.546 2.865 -0.06 0.03 -0.18
H -7.193 -1.117 1.134 0.03 -0.11 -0.05
H -5.797 -1.335 0.022 -0.24 -0.03 -0.10
H -5.994 0.165 0.913 0.02 -0.02 0.10
C -8.055 2.119 -8.328 0.02 0.08 0.26
O -9.048 2.071 -7.318 0.03 -0.06 -0.43
C -10.255 1.429 -7.722 -0.28 -0.07 0.45
C -10.402 0.058 -7.071 0.34 0.06 -0.21
N -9.440 -0.901 -7.610 -0.02 0.08 0.19
C -9.296 -2.126 -6.824 0.12 0.10 -0.08
C -8.872 -2.005 -5.354 0.03 -0.39 -0.09
O -7.530 -1.580 -5.160 -0.31 0.19 -0.16
C -7.328 -0.181 -5.280 0.33 -0.19 0.03
H -7.291 2.830 -8.012 -0.08 -0.01 0.05
H -7.572 1.145 -8.457 0.02 -0.01 -0.20
H -8.468 2.455 -9.283 0.01 -0.06 -0.01
H -10.342 1.367 -8.812 0.18 -0.07 0.01
H -11.074 2.061 -7.366 0.00 -0.02 -0.03
H -11.415 -0.318 -7.244 0.01 0.01 0.01
H -10.270 0.197 -5.992 -0.17 0.11 0.04
H -8.532 -0.457 -7.669 -0.07 0.00 -0.03
H -8.548 -2.738 -7.335 -0.04 -0.05 0.08
H -10.240 -2.682 -6.873 0.00 0.06 0.09
H -8.921 -3.012 -4.926 0.04 0.03 -0.02
H -9.561 -1.396 -4.759 0.04 0.16 -0.07
H -8.177 0.396 -4.906 -0.05 -0.02 -0.12
H -7.106 0.082 -6.316 -0.12 0.23 0.01
H -6.449 0.082 -4.688 -0.03 -0.08 0.03
C 10.407 -0.252 2.614 -0.24 -0.09 0.04
O 9.857 -1.358 1.917 0.42 0.11 0.13
C 10.788 -2.410 1.669 -0.29 -0.43 -0.17
C 10.512 -3.618 2.557 0.06 0.35 0.20
N 10.838 -3.346 3.955 -0.17 -0.03 -0.10
C 10.304 -4.323 4.905 0.01 0.16 0.00
C 8.787 -4.549 4.945 0.13 -0.16 0.34
O 8.042 -3.456 5.464 0.04 -0.14 -0.27
C 7.807 -2.404 4.543 -0.13 0.08 0.35
H 9.705 0.576 2.535 -0.01 -0.12 -0.01
H 10.535 -0.481 3.676 0.20 0.08 0.04
H 11.363 0.060 2.184 0.02 -0.03 0.04
H 11.825 -2.071 1.764 -0.06 0.08 0.16
H 10.639 -2.714 0.629 0.03 0.00 0.01
H 11.110 -4.466 2.210 -0.01 0.01 0.00
H 9.453 -3.874 2.433 0.00 -0.07 -0.19
H 10.477 -2.435 4.205 0.05 -0.04 -0.04
H 10.616 -3.991 5.899 -0.05 -0.08 0.00
H 10.799 -5.285 4.727 -0.09 0.00 -0.05
H 8.608 -5.376 5.639 0.00 0.06 0.01
H 8.378 -4.874 3.983 0.03 0.16 -0.10
H 7.661 -2.768 3.523 0.13 0.01 -0.01
H 8.620 -1.677 4.583 0.00 0.05 -0.25
H 6.898 -1.886 4.853 0.00 -0.09 0.04
```
Forces are in eV/Å.

Löwdin population analysis, charges in e, atoms 1 to 2:
1 C -0.08
2 C -0.23


4.
Formula: C5H2NOS
Source: OMol25
Level of theory: wB97M-V/def2-TZVPD

Summary:
energy relative to the best compared isomer or geometry (same formula, charge and spin): 0.0000 eV
frontier orbital gap (spin up / spin down): 0.247 / 0.227 hartree
LUMO (spin up / spin down): 3.59 / 3.65 eV
multiplicity: 1
charge: -1

XYZ file:
```
10
Properties=species:S:1:pos:R:3:forces:R:3
C 2.111 -1.275 0.041 0.58 -1.30 0.41
C -1.173 0.945 -0.053 -1.67 -3.78 0.08
C -1.410 -0.490 -0.001 2.75 2.06 0.38
C 0.885 -0.818 0.016 -3.57 4.61 0.19
C 0.042 1.456 0.177 0.77 -1.49 -0.76
N 3.246 -1.537 0.039 1.38 -0.33 -0.05
O -0.342 -1.302 0.136 0.59 -1.39 -0.39
S 1.007 2.715 0.120 0.59 0.79 0.19
H -2.136 1.394 -0.251 0.27 1.10 0.14
H -2.231 -1.087 -0.224 -1.69 -0.28 -0.21
```
Forces are in eV/Å.

natural (NBO) population analysis, charges in e, atoms 1 to 2:
1 C 0.11
2 C -0.48